No. 1
C35H36BrMgN4O3PS | ωB97M-V/def2-TZVPD

Element x y z (Å)
Mg (-0.29, 0.05, 1.50)
C (-0.87, -1.41, 4.46)
C (-2.03, -0.45, 4.20)
N (-1.58, 0.71, 3.41)
C (-0.81, 1.68, 4.19)
C (0.69, 1.49, 4.07)
C (1.59, 2.13, 4.90)
C (2.94, 1.93, 4.69)
C (3.36, 1.10, 3.66)
C (2.39, 0.50, 2.87)
C (2.76, -0.36, 1.67)
N (1.63, -1.16, 1.17)
C (1.55, -2.51, 1.78)
C (1.00, -2.44, 3.20)
N (-0.28, -1.76, 3.18)
N (1.10, 0.70, 3.08)
H (-1.22, -2.27, 5.03)
H (-0.10, -0.91, 5.06)
H (-2.46, -0.13, 5.16)
H (-2.80, -0.96, 3.63)
H (-2.38, 1.15, 2.97)
H (-1.08, 1.65, 5.25)
H (-1.05, 2.69, 3.84)
H (1.23, 2.78, 5.70)
H (3.67, 2.42, 5.32)
H (4.41, 0.93, 3.47)
H (3.62, -0.99, 1.93)
H (3.07, 0.32, 0.88)
H (1.70, -1.26, 0.17)
H (2.53, -3.01, 1.78)
H (0.87, -3.09, 1.16)
H (1.68, -1.86, 3.83)
H (0.95, -3.45, 3.62)
H (-0.95, -2.30, 2.62)
O (-3.49, -1.61, 1.33)
S (-2.48, -1.13, 0.42)
O (-2.19, 0.31, 0.56)
O (-1.19, -1.84, 0.54)
C (-3.06, -1.45, -1.22)
C (-4.32, -2.02, -1.35)
C (-4.79, -2.37, -2.61)
C (-3.99, -2.15, -3.72)
C (-2.73, -1.58, -3.57)
C (-2.24, -1.22, -2.32)
P (-0.59, -0.41, -2.14)
C (-0.77, 0.99, -3.29)
C (-1.24, 2.17, -2.71)
C (-1.42, 3.31, -3.48)
C (-1.11, 3.29, -4.83)
C (-0.64, 2.12, -5.42)
C (-0.48, 0.97, -4.65)
C (0.48, -1.59, -3.03)
C (0.31, -2.97, -2.83)
C (1.25, -3.87, -3.29)
C (2.38, -3.43, -3.96)
C (2.56, -2.07, -4.16)
C (1.62, -1.16, -3.70)
H (-4.91, -2.19, -0.46)
H (-5.77, -2.81, -2.72)
H (-4.34, -2.43, -4.71)
H (-2.12, -1.40, -4.45)
H (-1.44, 2.20, -1.64)
H (-1.77, 4.22, -3.02)
H (-1.23, 4.18, -5.43)
H (-0.41, 2.09, -6.47)
H (-0.11, 0.06, -5.11)
H (-0.57, -3.33, -2.31)
H (1.10, -4.93, -3.13)
H (3.12, -4.13, -4.32)
H (3.44, -1.71, -4.69)
H (1.78, -0.10, -3.86)
Br (2.94, 5.65, -1.27)
C (2.02, 4.14, -0.56)
C (1.24, 4.28, 0.57)
C (0.58, 3.16, 1.07)
C (0.64, 1.87, 0.50)
C (1.46, 1.82, -0.64)
C (2.15, 2.91, -1.18)
H (1.15, 5.24, 1.05)
H (-0.02, 3.33, 1.96)
H (1.60, 0.87, -1.16)
H (2.76, 2.80, -2.07)

Computed properties:
* HOMO: -7.54 eV
* HOMO-LUMO gap: 7.94 eV
* energy relative to the best compared isomer or geometry (same formula, charge and spin): 0.170 eV
* charge: 0
* electronic energy: -144597.267 eV

Just the Löwdin charges please, in e? Sure, here they are: 0.575, -0.187, -0.174, -0.075, -0.132, -0.253, -0.010, -0.041, -0.005, -0.241, -0.126, -0.076, -0.178, -0.187, -0.101, 0.094, 0.125, 0.117, 0.119, 0.108, 0.121, 0.125, 0.124, 0.118, 0.111, 0.118, 0.127, 0.123, 0.114, 0.119, 0.114, 0.116, 0.124, 0.106, -0.303, 0.475, -0.368, -0.384, -0.264, -0.050, -0.065, -0.064, -0.074, -0.319, 1.134, -0.355, -0.087, -0.072, -0.087, -0.083, -0.107, -0.370, -0.092, -0.087, -0.097, -0.085, -0.115, 0.108, 0.106, 0.106, 0.108, 0.101, 0.105, 0.101, 0.101, 0.095, 0.106, 0.101, 0.099, 0.103, 0.100, 0.680, -0.716, -0.150, -0.142, -0.160, -0.198, -0.149, 0.091, 0.071, 0.048, 0.094

No. 2
C35H36CaF4N6O4S | ωB97M-V/def2-TZVPD

Element x y z (Å)
Ca (0.84, -0.20, 0.63)
C (2.43, 2.82, 2.46)
C (1.52, 1.98, 3.34)
N (0.34, 1.48, 2.62)
C (-0.58, 2.55, 2.20)
C (-1.15, 3.44, 3.29)
C (-0.35, 0.45, 3.40)
C (0.52, -0.78, 3.74)
N (1.48, -1.03, 2.70)
C (2.49, -1.88, 2.86)
C (3.57, -1.79, 1.96)
F (3.52, -0.79, 1.03)
C (4.67, -2.61, 1.99)
F (5.65, -2.43, 1.09)
C (4.80, -3.61, 2.95)
C (3.76, -3.72, 3.86)
F (3.81, -4.68, 4.80)
C (2.65, -2.90, 3.84)
F (1.66, -3.13, 4.74)
H (3.35, 3.07, 2.99)
H (2.72, 2.27, 1.56)
H (1.96, 3.75, 2.14)
H (2.07, 1.11, 3.70)
H (1.22, 2.56, 4.23)
H (-0.07, 3.15, 1.45)
H (-1.40, 2.06, 1.66)
H (-0.38, 4.03, 3.79)
H (-1.86, 4.14, 2.85)
H (-1.69, 2.88, 4.05)
H (-0.77, 0.84, 4.34)
H (-1.21, 0.14, 2.79)
H (1.01, -0.64, 4.71)
H (-0.19, -1.61, 3.91)
H (5.65, -4.27, 2.98)
C (-5.62, 4.79, -0.86)
C (-4.47, 3.84, -0.99)
C (-4.42, 2.66, -0.26)
C (-3.36, 1.77, -0.39)
C (-2.34, 2.07, -1.27)
C (-2.36, 3.24, -2.02)
C (-3.42, 4.12, -1.87)
S (-0.94, 0.99, -1.46)
O (0.20, 1.63, -0.78)
O (-0.79, 0.84, -2.89)
N (-1.14, -0.30, -0.63)
C (-1.88, -1.42, -0.98)
C (-2.86, -1.52, -1.93)
C (-3.54, -2.74, -2.12)
C (-3.26, -3.84, -1.37)
C (-2.24, -3.78, -0.39)
C (-1.87, -4.88, 0.42)
C (-0.86, -4.74, 1.33)
C (-0.21, -3.49, 1.43)
N (-0.51, -2.45, 0.69)
C (-1.54, -2.58, -0.20)
H (-6.26, 4.52, -0.03)
H (-6.22, 4.80, -1.77)
H (-5.27, 5.81, -0.70)
H (-5.23, 2.43, 0.43)
H (-3.33, 0.86, 0.18)
H (-1.55, 3.45, -2.71)
H (-3.43, 5.04, -2.45)
H (-3.11, -0.67, -2.55)
H (-4.31, -2.78, -2.88)
H (-3.79, -4.77, -1.52)
H (-2.39, -5.82, 0.30)
H (-0.55, -5.55, 1.97)
H (0.61, -3.36, 2.13)
O (1.47, 3.32, -4.99)
C (1.65, 2.11, -5.70)
N (1.66, 1.05, -4.73)
C (2.58, 0.05, -4.79)
O (3.41, -0.07, -5.67)
C (2.49, -0.91, -3.64)
C (2.73, -2.26, -3.86)
C (2.54, -3.15, -2.81)
C (2.10, -2.65, -1.59)
N (1.90, -1.36, -1.37)
C (2.14, -0.51, -2.37)
H (1.50, 4.05, -5.62)
H (2.60, 2.09, -6.23)
H (0.83, 1.97, -6.41)
H (0.92, 1.04, -4.04)
H (3.05, -2.60, -4.84)
H (2.71, -4.21, -2.92)
H (1.90, -3.32, -0.76)
H (1.99, 0.55, -2.16)

Computed properties:
* HOMO: -6.97 eV
* HOMO-LUMO gap: 6.98 eV
* energy relative to the best compared isomer or geometry (same formula, charge and spin): 0.015 eV
* charge: 0
* electronic energy: -94157.827 eV

Just the Löwdin charges please, in e? Sure, here they are: 1.382, -0.065, -0.248, -0.247, -0.253, -0.071, -0.193, -0.250, -0.155, -0.242, -0.155, 0.024, -0.232, 0.082, 0.042, -0.229, 0.081, -0.156, 0.061, 0.079, 0.073, 0.071, 0.105, 0.117, 0.104, 0.096, 0.068, 0.076, 0.069, 0.118, 0.116, 0.116, 0.108, 0.127, -0.049, -0.269, -0.032, -0.064, -0.278, -0.041, -0.029, 0.569, -0.435, -0.300, -0.262, -0.268, -0.015, -0.071, -0.048, -0.156, -0.006, -0.034, -0.117, 0.064, -0.161, 0.075, 0.085, 0.082, 0.114, 0.112, 0.119, 0.118, 0.109, 0.105, 0.109, 0.119, 0.108, 0.093, -0.038, -0.239, 0.103, -0.440, 0.069, -0.094, 0.018, -0.030, -0.117, -0.006, -0.083, 0.085, 0.125, 0.131, 0.097, 0.127, 0.109, 0.109, 0.111

No. 3
C35H37AsN3O8PtS | ωB97M-V/def2-TZVPD

Element x y z (Å)
Pt (-1.29, 0.00, 0.87)
O (-5.01, 0.62, 2.38)
C (-4.22, 0.00, 1.70)
O (-3.26, 0.54, 1.01)
C (-4.44, -1.51, 1.58)
C (-5.70, -1.97, 1.86)
C (-6.00, -3.32, 1.74)
C (-5.07, -4.29, 1.35)
C (-3.81, -3.85, 1.11)
C (-3.41, -2.46, 1.19)
O (-2.23, -2.18, 0.94)
N (-2.76, -4.81, 0.75)
O (-1.89, -4.99, 1.57)
O (-2.84, -5.32, -0.34)
N (-7.38, -3.77, 2.03)
O (-8.18, -2.92, 2.36)
O (-7.60, -4.95, 1.91)
H (-6.46, -1.27, 2.18)
H (-5.36, -5.33, 1.26)
O (-0.88, 2.22, 1.05)
S (-1.95, 3.11, 0.39)
C (-3.01, 3.66, 1.75)
C (-2.53, 5.05, 2.20)
C (-1.09, 5.23, 1.71)
C (-1.10, 4.70, 0.28)
H (-2.87, 2.89, 2.50)
H (-4.04, 3.63, 1.42)
H (-2.61, 5.15, 3.28)
H (-3.16, 5.82, 1.76)
H (-0.40, 4.64, 2.31)
H (-0.77, 6.27, 1.74)
H (-0.12, 4.50, -0.16)
H (-1.69, 5.32, -0.39)
C (2.77, 5.75, -1.91)
C (2.27, 4.36, -1.60)
C (1.58, 3.62, -2.54)
C (1.13, 2.33, -2.26)
C (0.40, 1.55, -3.32)
C (1.41, 1.78, -1.00)
As (0.69, 0.00, -0.78)
N (0.68, -0.50, 1.00)
C (1.39, -1.33, 1.76)
C (2.71, -1.74, 1.42)
C (3.40, -2.59, 2.24)
C (2.82, -3.06, 3.42)
C (1.53, -2.67, 3.78)
C (0.82, -1.81, 2.97)
C (1.74, -1.32, -1.75)
C (3.06, -1.08, -2.19)
C (3.85, 0.16, -1.89)
C (3.68, -2.08, -2.93)
C (3.06, -3.28, -3.25)
C (3.76, -4.34, -4.04)
C (1.76, -3.48, -2.79)
C (1.09, -2.53, -2.05)
C (-0.30, -2.83, -1.55)
C (2.09, 2.52, -0.02)
C (2.37, 1.99, 1.36)
C (2.51, 3.80, -0.35)
H (2.41, 6.09, -2.88)
H (3.86, 5.77, -1.92)
H (2.44, 6.46, -1.15)
H (1.37, 4.04, -3.51)
H (0.24, 2.18, -4.20)
H (-0.58, 1.21, -2.98)
H (0.97, 0.68, -3.65)
H (3.15, -1.38, 0.49)
H (4.40, -2.91, 1.97)
H (3.37, -3.74, 4.06)
H (1.09, -3.04, 4.69)
H (-0.18, -1.49, 3.22)
H (3.79, 0.45, -0.84)
H (3.51, 1.02, -2.47)
H (4.90, -0.01, -2.13)
H (4.70, -1.91, -3.27)
H (4.74, -3.99, -4.38)
H (3.17, -4.62, -4.92)
H (3.90, -5.24, -3.45)
H (1.26, -4.42, -3.01)
H (-0.62, -3.81, -1.91)
H (-1.03, -2.09, -1.89)
H (-0.34, -2.86, -0.46)
H (1.44, 1.84, 1.91)
H (2.98, 2.71, 1.91)
H (2.91, 1.05, 1.34)
H (3.05, 4.37, 0.40)

Computed properties:
* multiplicity: 5
* HOMO (alpha / beta): -10.41 / -11.56 eV
* HOMO-LUMO gap (alpha / beta): 7.46 / 5.61 eV
* energy relative to the best compared isomer or geometry (same formula, charge and spin): 0.000 eV
* charge: +1
* electronic energy: -132651.814 eV

Just the Löwdin charges please, in e? Sure, here they are: 1.097, 0.104, -0.572, -0.240, 0.020, 0.090, -0.050, 0.105, -0.027, -0.247, -0.023, -0.359, 0.132, 0.130, -0.340, 0.121, 0.110, 0.143, 0.150, -0.664, 0.992, -0.290, -0.210, -0.224, -0.304, 0.093, 0.099, 0.119, 0.116, 0.115, 0.120, 0.073, 0.108, -0.034, -0.262, -0.005, -0.300, -0.058, -0.315, 1.342, -0.289, -0.355, -0.005, -0.049, -0.038, -0.052, -0.003, -0.281, -0.272, -0.032, -0.001, -0.243, -0.035, 0.003, -0.271, -0.073, -0.282, -0.037, -0.011, 0.080, 0.091, 0.085, 0.123, 0.087, 0.074, 0.080, 0.094, 0.116, 0.115, 0.116, 0.104, 0.066, 0.086, 0.087, 0.121, 0.079, 0.089, 0.090, 0.127, 0.083, 0.075, 0.054, 0.068, 0.088, 0.064, 0.128

- Which value of charge does entry 3 give?
  +1

- The highest charge belongs to which entry?
  C35H37AsN3O8PtS

- Look up the electronic energy of the first one.
  -144597.267 eV

- What is the formula in the first record?
  C35H36BrMgN4O3PS